[1]
105
Properties=species:S:1:pos:R:3 method="wB97M-V/def2-TZVPD" homo_lumo_gap_ev=7.09 lumo_energy_ev=-7.8 total_charge=+3
Ti -0.3327 0.1034 0.4105
C -3.2321 3.5457 1.2546
C -1.8065 3.7206 1.6828
N -1.5113 4.7872 2.4191
C -0.2622 4.9679 2.8183
C 0.8036 4.1136 2.5352
C 2.1558 4.5570 3.0498
O 3.1063 3.5059 3.1913
C 0.5172 2.9806 1.7698
C 1.4704 1.8731 1.4232
N 0.8660 0.5791 1.7845
C 0.9420 0.1811 3.1409
C 2.1098 0.3332 3.8895
C 2.1741 -0.1059 5.2016
C 1.0769 -0.7095 5.7995
C -0.0977 -0.8631 5.0804
C -0.1527 -0.4119 3.7723
I -1.9591 -0.5584 2.7322
C -0.8058 2.8148 1.3397
O -1.1116 1.7568 0.5335
H -3.4253 4.0987 0.3312
H -3.8854 3.9624 2.0178
H -3.4838 2.4984 1.0929
H -0.0869 5.8507 3.4261
H 2.0086 5.0709 4.0001
H 2.5670 5.3019 2.3612
H 3.4692 3.5327 4.0812
H 2.4398 2.0096 1.8836
H 2.9725 0.8066 3.4429
H 3.0903 0.0218 5.7623
H 1.1261 -1.0489 6.8247
H -0.9648 -1.3148 5.5433
O 1.4972 -5.8546 1.8300
C 1.1589 -4.6234 1.4783
C 1.9718 -3.5003 1.6426
C 1.4907 -2.2815 1.2417
N 0.2726 -2.0777 0.6900
C -0.4776 -3.1827 0.5300
Br -2.1800 -3.0069 -0.2574
C -0.0988 -4.4476 0.9006
H 2.3748 -5.8990 2.2313
H 2.9583 -3.5720 2.0814
H 2.0939 -1.3959 1.3756
H -0.7517 -5.2950 0.7520
C 4.5238 3.0882 -6.0161
Si 4.4563 4.8744 -5.6411
C 5.7844 5.6241 -4.6415
C 3.2028 5.8775 -6.5070
Sb 1.8343 1.6270 -0.7606
Si 2.1965 4.1054 -1.3763
C 2.7552 4.2450 -3.1819
C 0.5977 5.0228 -1.0774
C 3.6042 4.6850 -0.2969
Si 4.2300 0.6222 -0.6495
C 4.8012 0.7297 1.1212
C 5.3188 1.6231 -1.8011
C 4.1939 -1.1288 -1.2770
H 5.0986 2.9736 -6.9448
H 3.5317 2.6756 -6.2004
H 5.0390 2.5183 -5.2432
H 6.7132 5.5391 -5.2206
H 5.9458 5.0690 -3.7153
H 5.6134 6.6766 -4.4215
H 3.4646 6.9345 -6.5446
H 2.2389 5.7822 -5.9962
H 3.0635 5.4940 -7.5208
H 2.0091 3.8869 -3.8934
H 3.6807 3.6735 -3.3022
H 2.9378 5.3140 -3.3538
H 0.3633 5.6845 -1.9140
H 0.6756 5.6384 -0.1788
H -0.2482 4.3494 -0.9337
H 4.5776 4.3990 -0.6976
H 3.5824 5.7757 -0.2176
H 3.5414 4.2773 0.7132
H 4.7119 1.7327 1.5439
H 5.8547 0.4397 1.1656
H 4.2487 0.0358 1.7579
H 5.2981 2.6969 -1.6166
H 5.0313 1.4288 -2.8378
H 6.3530 1.2904 -1.6792
H 3.4900 -1.7755 -0.7546
H 5.1927 -1.5614 -1.1664
H 3.9336 -1.1599 -2.3361
Cl 1.0016 -1.7811 -3.0154
C 0.9287 -3.5657 -3.0881
Cl 2.0486 -4.3034 -1.9506
H 1.1961 -3.8663 -4.0936
H -0.0821 -3.8629 -2.8334
C -3.6686 2.5246 -3.1576
C -3.0937 1.7363 -1.9888
S -1.7368 0.6889 -2.5188
O -1.3653 -0.1365 -1.2602
C -2.5734 -0.5019 -3.5748
C -3.8739 -1.0666 -3.0324
H -4.4158 3.2191 -2.7768
H -4.1603 1.8837 -3.8882
H -2.9023 3.1105 -3.6662
H -3.8267 1.0955 -1.4982
H -2.6462 2.3827 -1.2358
H -1.8098 -1.2660 -3.7267
H -2.7019 0.0177 -4.5276
H -3.7634 -1.3963 -2.0005
H -4.1610 -1.9295 -3.6318
H -4.6880 -0.3460 -3.0867


[2]
100
Properties=species:S:1:pos:R:3 method="wB97M-V/def2-TZVPD" homo_lumo_gap_ev="8.15 / 6.90" lumo_energy_ev="-5.4 / -6.7" s2=0.76 multiplicity=2 total_charge=+2
Ir 1.0183 -0.9147 -0.0019
C 2.5596 -4.5812 1.6861
C 2.2633 -3.2198 1.1499
N 1.0894 -2.7873 0.8118
O -0.0365 -3.5776 0.8214
C 3.3220 -2.2567 0.9676
C 4.7454 -2.4175 1.3767
N 2.9458 -1.1242 0.4003
O 3.7260 -0.1809 0.1876
H 1.7018 -5.2480 1.7413
H 2.9683 -4.4915 2.6937
H 3.3161 -5.0638 1.0673
H 0.2203 -4.4832 1.0541
H 4.9421 -3.4109 1.7709
H 5.0069 -1.6786 2.1374
H 5.4043 -2.2355 0.5266
C -3.1440 1.1376 1.9092
C -1.8190 1.7674 2.3647
C -2.0901 2.6631 3.5806
C -1.3264 2.6281 1.1901
P -0.5679 0.4225 2.7276
N -0.1429 -0.1823 1.2534
C 0.9403 1.0982 3.6060
C 0.6821 1.3091 5.1052
C 1.3653 2.4334 2.9745
C 2.1442 0.1605 3.4198
C -1.3487 -1.0189 3.6476
C -0.2489 -1.9753 4.1345
C -2.1704 -0.5543 4.8572
C -2.2536 -1.8283 2.7023
H -3.7869 1.9526 1.5719
H -3.6723 0.6330 2.7135
H -3.0089 0.4453 1.0772
H -2.8788 3.3653 3.3027
H -1.2247 3.2532 3.8731
H -2.4422 2.1074 4.4476
H -2.1312 3.3204 0.9339
H -1.1129 2.0134 0.3165
H -0.4451 3.2177 1.4182
H -0.1891 1.9284 5.3092
H 1.5508 1.8244 5.5194
H 0.5768 0.3716 5.6472
H 0.6794 3.2489 3.1892
H 1.5038 2.3478 1.8953
H 2.3310 2.7027 3.4062
H 1.9635 -0.8706 3.7060
H 2.9452 0.5431 4.0560
H 2.5065 0.1989 2.3962
H 0.3771 -1.5455 4.9125
H 0.3813 -2.3190 3.3142
H -0.7442 -2.8480 4.5636
H -1.5952 0.0316 5.5709
H -2.5205 -1.4489 5.3765
H -3.0530 0.0121 4.5690
H -1.7337 -2.1413 1.8008
H -3.1608 -1.3049 2.4225
H -2.5560 -2.7274 3.2431
C 1.4902 4.3905 -4.2776
C 0.4944 3.3650 -4.8044
C -0.6863 3.1295 -3.8702
N -0.2376 2.6371 -2.5539
C 0.1249 1.4105 -2.2338
S 1.3239 1.2259 -1.0140
N -0.3419 0.3164 -2.8841
C -1.5143 0.0261 -3.6524
O -1.4102 -0.8398 -4.4795
C -2.7756 0.7195 -3.3151
C -3.0355 1.1958 -2.0333
C -4.2516 1.8004 -1.7622
C -5.2000 1.9366 -2.7679
C -4.9454 1.4490 -4.0435
C -3.7380 0.8303 -4.3169
H 2.2786 4.5715 -5.0058
H 1.9771 4.0542 -3.3591
H 1.0022 5.3463 -4.0772
H 0.9927 2.4097 -4.9949
H 0.0849 3.6956 -5.7609
H -1.3981 2.4325 -4.2979
H -1.2283 4.0558 -3.6785
H 0.1258 3.3442 -1.9294
H 0.2976 -0.4660 -2.8913
H -2.3048 1.0704 -1.2432
H -4.4675 2.1609 -0.7653
H -6.1462 2.4153 -2.5538
H -5.6905 1.5468 -4.8209
H -3.5260 0.4310 -5.3000
C 2.4481 -3.6313 -5.6295
C 2.1811 -3.0308 -4.2867
C 3.0056 -2.0520 -3.7396
C 2.7048 -1.4908 -2.5156
N 1.6223 -1.8602 -1.8112
C 0.8259 -2.8237 -2.3167
C 1.0717 -3.4169 -3.5320
H 3.4472 -3.3914 -5.9855
H 1.7253 -3.2471 -6.3522
H 2.3323 -4.7143 -5.6008
H 3.8879 -1.7150 -4.2668
H 3.3247 -0.7196 -2.0756
H -0.0338 -3.0981 -1.7188
H 0.3890 -4.1717 -3.8983


[3]
98
Properties=species:S:1:pos:R:3 method="wB97M-V/def2-TZVPD" homo_lumo_gap_ev=7.96 lumo_energy_ev=-0.8 smiles="Cc1cccc(CN2C(=O)c3ccc(CC(=O)O)cc3C2=O)c1.CC(C)O.CC(C)O.CC(C)O.CC(C)O.CC(C)O"
C 5.3969 -1.4132 -2.3004
C 4.8074 -0.0190 -2.7201
C 5.0180 0.6127 -4.0173
C 4.3893 1.9180 -4.2396
C 3.5550 2.5930 -3.2440
C 3.3280 1.9508 -1.9365
C 2.4845 2.5755 -0.7894
N 1.0673 2.1611 -0.7692
C 0.7526 0.7880 -0.6860
O 1.3835 -0.1665 -0.3037
C -0.7273 0.6483 -1.1570
C -1.5959 -0.4962 -1.2468
C -2.9814 -0.2627 -1.7073
C -3.3907 1.1049 -2.0417
C -4.8802 1.3771 -2.4888
C -5.5030 0.1553 -3.2501
O -6.0030 -0.7158 -2.5903
O -5.4499 0.0834 -4.6344
C -2.4695 2.2555 -1.9767
C -1.1172 2.0167 -1.5275
C 0.0875 3.0080 -1.3501
O 0.1732 4.1775 -1.6003
C 3.9834 0.6628 -1.7351
H 5.0343 -1.6422 -1.2684
H 6.5145 -1.4275 -2.2951
H 4.9853 -2.2110 -2.9822
H 5.6271 0.1017 -4.7958
H 4.5531 2.4211 -5.2233
H 3.1192 3.5926 -3.4715
H 2.9583 2.3259 0.1980
H 2.5603 3.6928 -0.8998
H -1.2161 -1.5101 -0.9759
H -3.6757 -1.1345 -1.7514
H -4.8538 2.3093 -3.1087
H -5.4756 1.6006 -1.5606
H -4.8536 0.8135 -4.8947
H -2.8271 3.2743 -2.2396
H 3.8309 0.1952 -0.7311
C 4.8826 -3.1005 1.7678
C 5.0657 -1.6526 2.1918
C 4.3416 -1.3605 3.4970
O 4.5652 -0.7942 1.1674
H 3.8247 -3.3259 1.6026
H 5.3978 -3.2919 0.8241
H 5.2714 -3.7866 2.5236
H 6.1299 -1.4342 2.3065
H 3.2655 -1.5290 3.3912
H 4.4721 -0.3143 3.7819
H 4.7153 -1.9923 4.3058
H 3.6225 -0.9845 1.0620
C -4.6647 -4.7131 -1.0130
C -5.2160 -4.2898 0.3401
C -6.7066 -4.5726 0.4426
O -4.9812 -2.8963 0.5346
H -5.1515 -4.1591 -1.8217
H -3.5959 -4.4947 -1.0768
H -4.8136 -5.7815 -1.1841
H -4.6861 -4.8199 1.1347
H -7.2613 -4.0141 -0.3173
H -7.0909 -4.2543 1.4140
H -6.9166 -5.6369 0.3153
H -5.4461 -2.4166 -0.1637
C -2.7318 0.4981 3.5136
C -1.2748 0.8189 3.8112
C -0.8373 2.0985 3.1163
O -0.4512 -0.2635 3.3780
H -2.8856 0.3476 2.4403
H -3.0295 -0.4282 4.0095
H -3.3902 1.3021 3.8505
H -1.1339 0.9200 4.8896
H -0.9274 2.0011 2.0289
H 0.2127 2.3112 3.3277
H -1.4384 2.9510 3.4397
H -0.5678 -0.3621 2.4246
C 0.9749 -4.7914 0.7331
C 1.6276 -4.1733 -0.4942
C 0.6809 -4.1724 -1.6844
O 2.8061 -4.9071 -0.8253
H 0.6993 -5.8335 0.5438
H 1.6698 -4.7953 1.5757
H 0.0772 -4.2408 1.0233
H 1.9358 -3.1492 -0.2695
H 0.3953 -5.1936 -1.9552
H 1.1667 -3.7361 -2.5598
H -0.2259 -3.6030 -1.4680
H 2.5446 -5.8141 -1.0255
C -1.4862 6.1856 2.1227
C -0.0278 6.5055 2.4136
C 0.4089 7.7813 1.7102
O 0.7919 5.4207 1.9841
H -1.6436 6.0297 1.0509
H -1.7835 5.2624 2.6247
H -2.1423 6.9923 2.4575
H 0.1171 6.6121 3.4910
H 0.3145 7.6785 0.6249
H 1.4597 7.9931 1.9188
H -0.1905 8.6356 2.0328
H 0.6719 5.3167 1.0310


[4]
127
Properties=species:S:1:pos:R:3 method="wB97M-V/def2-TZVPD" homo_lumo_gap_ev=10.50 lumo_energy_ev=2.1 total_charge=-1
Cl 0.6736 0.4921 0.0970
O -0.0298 0.9303 1.2712
O -0.0468 0.9447 -1.0485
O 1.9381 1.1530 -0.0346
O 0.8339 -0.9613 0.1174
C 0.3550 2.3165 -4.0612
C 0.8747 3.5101 -3.2677
O 2.0944 3.8298 -3.9398
C 2.2623 3.0823 -5.0507
O 3.1484 3.1943 -5.8305
O 1.2528 2.1825 -5.1631
H -0.6280 2.5669 -4.4613
H 0.4162 1.3579 -3.5514
H 1.0571 3.0908 -2.2726
H 0.2718 4.3933 -3.0923
C -1.8286 -3.7749 -2.2699
C -1.8105 -2.7042 -1.1968
O -3.0456 -2.0530 -1.3601
C -3.8059 -2.6095 -2.2981
O -4.9517 -2.3542 -2.5110
O -3.0680 -3.5092 -2.9706
H -1.8567 -4.7746 -1.8450
H -1.0390 -3.6013 -2.9980
H -1.0166 -1.9805 -1.3768
H -1.6750 -3.1950 -0.2330
C 3.0642 -0.2112 -3.2536
C 2.3730 -1.4717 -2.7295
O 2.7356 -2.4630 -3.6369
C 3.9287 -2.0844 -4.1996
O 4.5793 -2.8049 -4.8750
O 4.2020 -0.8013 -3.8884
H 3.3139 0.4422 -2.4215
H 2.4194 0.2909 -3.9741
H 1.3226 -1.2061 -2.5865
H 2.7056 -1.6241 -1.6975
C 5.8789 -0.3124 1.9541
C 4.8140 -0.5694 0.8290
O 4.5297 -1.9321 1.1155
C 5.4304 -2.5139 1.9160
O 5.4619 -3.6747 2.1658
O 6.2337 -1.5822 2.4591
H 5.3537 0.2430 2.7306
H 6.7103 0.2479 1.5351
H 5.1556 -0.2960 -0.1684
H 3.9501 0.0514 1.0598
C 2.4199 -0.6424 3.6649
C 1.8708 0.7534 3.9584
O 2.8729 1.4280 4.6822
C 3.6800 0.4771 5.1925
O 4.5207 0.6930 6.0114
O 3.3222 -0.7617 4.7707
H 2.9103 -0.6594 2.6955
H 1.5047 -1.2183 3.7252
H 0.9216 0.7063 4.4967
H 1.6247 1.1761 2.9881
C -0.4494 -2.7422 2.7560
O -0.5145 -2.7620 4.1749
C 0.4617 -3.4782 4.7908
O 1.4780 -3.8824 4.2887
O 0.0268 -3.6748 6.0191
C 0.8710 -4.3748 6.9266
H -1.2717 -2.1374 2.3823
H -0.5338 -3.7255 2.2900
H 0.4902 -2.2796 2.4619
H 1.1209 -5.3632 6.5504
H 0.3726 -4.4572 7.8902
H 1.7271 -3.7252 7.1183
C 2.8486 8.2216 1.9763
O 2.9538 6.9060 2.4949
C 2.2843 5.9401 1.9333
O 1.4540 6.0112 1.0554
O 2.6429 4.7856 2.5152
C 2.0591 3.5858 2.0484
H 3.3066 8.3732 1.0030
H 3.3345 8.8465 2.7252
H 1.8143 8.5680 1.9879
H 1.1321 3.3231 2.5603
H 2.8045 2.8166 2.2353
H 1.8338 3.5902 0.9828
C 2.4311 -4.3812 -0.3037
O 2.4381 -4.7237 -1.6889
C 1.5013 -5.5100 -2.1706
O 0.7408 -6.2264 -1.5650
O 1.5938 -5.4656 -3.5069
C 0.6983 -6.2134 -4.3073
H 1.9775 -5.2123 0.2377
H 1.8355 -3.4823 -0.1304
H 3.4167 -4.1858 0.1098
H -0.0503 -5.5825 -4.7848
H 0.2307 -7.0396 -3.7735
H 1.3543 -6.6276 -5.0748
C -2.9469 0.9450 -2.9165
O -4.1316 1.6554 -3.2011
C -5.1296 1.6895 -2.3254
O -5.1437 1.2140 -1.2247
O -6.1022 2.3979 -2.8885
C -7.2063 2.8154 -2.1181
H -2.7961 0.9377 -1.8351
H -2.0271 1.2943 -3.3692
H -3.0731 -0.1055 -3.1851
H -7.3948 2.2071 -1.2339
H -8.0994 2.6501 -2.7238
H -7.1507 3.8712 -1.8590
C -5.8105 -3.5706 3.2189
O -4.6873 -2.7025 3.2721
C -4.3857 -1.9650 2.2182
O -4.8458 -2.1334 1.1165
O -3.5593 -1.0030 2.5945
C -3.2600 0.0733 1.7007
H -5.8267 -4.2695 2.3902
H -6.6938 -2.9266 3.2428
H -5.8961 -4.0612 4.1870
H -2.4584 -0.2271 1.0254
H -2.9372 0.9202 2.2979
H -4.0820 0.3744 1.0505
C -1.5642 3.9775 0.2529
O -2.8234 4.2445 -0.3647
C -2.8254 4.4466 -1.6644
O -1.9622 4.1572 -2.4658
O -4.0677 4.8588 -1.9419
C -4.4144 5.3181 -3.2364
H -1.0497 4.9048 0.5038
H -0.9423 3.3318 -0.3667
H -1.7854 3.4226 1.1629
H -4.7993 4.4627 -3.7911
H -3.5763 5.7580 -3.7793
H -5.1475 6.1148 -3.1247